C3H5N2 | the ωB97M-V functional and the def2-TZVPD basis

Values from the calculation:
HOMO-LUMO gap: 9.33 eV
ΔE to the lowest compared entry with this formula, charge and spin: 145.6 kcal per mole
Net charge: +1
Spin multiplicity: 1
Electronic energy: -6159.577 eV
HOMO level: -15.5477 eV

Cartesian coordinates (Å):
C1 -2.9525 0.2709 0.1852
C2 -1.8646 -0.1739 -0.0069
C3 0.7586 0.1874 0.0292
N1 2.0681 0.1348 0.1636
N2 -0.0215 -0.8575 -0.1610
H1 -3.9049 0.7379 -0.1183
H2 0.3924 1.1453 0.2082
H3 2.4699 1.0049 -0.0759
H4 2.7029 -0.6602 0.1901
H5 0.3517 -1.7895 -0.4142